Entry 1:
Formula: C8H13F9N2O5P2
Source: the Open Molecules 2025 dataset
Level of theory: ωB97M-V with the def2-TZVPD basis set

```
39
Properties=species:S:1:pos:R:3:mulliken_charge:R:1
O 0.416 -3.308 0.520 -0.62
P -0.928 -2.681 0.553 0.62
P -1.424 -1.308 -1.075 -0.05
C -1.150 0.352 -0.289 -1.04
C 0.139 1.102 -0.637 -0.69
C 1.390 0.429 -0.098 1.12
F 1.120 -0.185 1.083 -0.36
F 1.810 -0.537 -0.943 -0.34
C 2.567 1.428 0.173 0.44
F 2.768 1.541 1.509 -0.30
F 2.239 2.662 -0.294 -0.27
C 3.927 1.059 -0.474 0.66
F 4.721 2.162 -0.380 -0.31
F 3.769 0.771 -1.790 -0.26
C 4.715 -0.074 0.234 0.59
F 3.975 -1.171 0.371 -0.20
F 5.782 -0.358 -0.533 -0.25
F 5.141 0.326 1.430 -0.24
H -1.109 -1.907 1.724 0.05
H -1.991 -3.603 0.563 -0.09
H -0.370 -1.508 -1.979 0.05
H -1.959 0.988 -0.621 0.53
H -1.259 0.255 0.784 0.41
H 0.037 2.103 -0.244 0.16
H 0.241 1.117 -1.716 0.39
C -4.856 -5.900 1.489 -0.71
N -4.779 -4.501 0.986 0.83
O -4.479 -4.332 -0.174 -0.49
O -5.014 -3.621 1.782 -0.51
H -4.619 -6.570 0.672 0.31
H -4.140 -5.992 2.299 0.29
H -5.867 -6.057 1.851 0.28
C 0.454 5.648 -1.037 -0.67
N -0.846 4.940 -0.891 0.90
O -1.772 5.296 -1.578 -0.53
O -0.884 4.036 -0.081 -0.55
H 0.339 6.419 -1.789 0.32
H 0.703 6.070 -0.069 0.28
H 1.193 4.909 -1.333 0.23
```

Summary:
Gap between HOMO and LUMO, Eh: 0.325
ΔE to the lowest compared entry with this formula, charge and spin, kJ/mol: 0.0
F_max, eV Å⁻¹: 1.484
SMILES: O=[PH2]PCCC(F)(F)C(F)(F)C(F)(F)C(F)(F)F.C[N+](=O)[O-].C[N+](=O)[O-]

Entry 2:
Formula: C9H29CaNOP2
Source: the Open Molecules 2025 dataset
Level of theory: ωB97M-V with the def2-TZVPD basis set

```
43
Properties=species:S:1:pos:R:3:mulliken_charge:R:1
Ca -1.053 0.051 -0.998 -0.37
H -3.219 -0.399 -1.375 0.05
H -3.231 0.374 -1.367 0.08
P 0.480 -2.335 -1.261 0.89
P 0.512 2.390 -1.197 0.75
C 0.646 3.437 0.318 -1.35
H 0.788 4.493 0.038 0.42
H -0.280 3.354 0.911 0.27
H 1.519 3.100 0.896 0.33
C 1.826 3.115 -2.216 -1.23
H 1.727 2.763 -3.246 0.33
H 1.773 4.206 -2.227 0.39
H 2.794 2.830 -1.802 0.35
C -0.926 3.346 -1.955 -1.43
H -1.804 3.280 -1.294 0.35
H -0.644 4.403 -2.040 0.41
H -1.127 2.959 -2.964 0.29
C 1.915 -2.987 -2.136 -1.25
H 1.857 -4.072 -2.206 0.38
H 1.938 -2.580 -3.149 0.33
H 2.827 -2.731 -1.597 0.36
C 0.460 -3.415 0.238 -1.39
H -0.519 -3.331 0.741 0.28
H 0.610 -4.458 -0.082 0.43
H 1.282 -3.117 0.910 0.31
C -0.862 -3.203 -2.203 -1.33
H -0.937 -2.751 -3.202 0.31
H -0.574 -4.254 -2.302 0.40
H -1.802 -3.141 -1.636 0.34
H 0.364 0.022 -2.823 -0.08
H 1.074 0.270 -0.841 0.20
C -1.964 0.062 3.645 -0.76
N -0.526 -0.131 3.375 0.15
C 0.417 -0.346 4.471 -0.78
C -0.158 -0.124 2.113 -0.13
O -0.995 0.032 1.158 -0.64
H -2.066 0.009 4.745 0.29
H -2.574 -0.749 3.167 0.25
H -2.308 1.067 3.284 0.25
H 0.885 -1.329 4.348 0.32
H 1.164 0.454 4.456 0.32
H -0.190 -0.306 5.378 0.25
H 0.901 -0.257 1.930 0.64
```

Summary:
Gap between HOMO and LUMO, Eh: 0.169
ΔE to the lowest compared entry with this formula, charge and spin, kJ/mol: 0.0
F_max, eV Å⁻¹: 3.832

Entry 3:
Formula: C6H7ClO3Si
Source: the Open Molecules 2025 dataset
Level of theory: ωB97M-V with the def2-TZVPD basis set

```
18
Properties=species:S:1:pos:R:3:mulliken_charge:R:1
C -1.583 1.406 1.321 -0.44
C -1.653 -0.004 1.372 -0.62
C -0.983 2.085 0.267 -0.68
C -1.134 -0.700 0.287 0.63
C -0.509 -0.039 -0.688 0.35
C -0.382 1.338 -0.719 0.28
O -1.257 -2.042 0.173 -0.60
O 0.196 -0.714 -1.610 -0.57
O 2.246 1.919 -1.869 -0.50
Si 0.773 1.766 -2.124 0.46
Cl 4.790 1.913 -0.261 -0.37
H -1.893 1.876 2.244 0.35
H -2.168 -0.423 2.237 0.35
H -0.685 3.141 0.336 0.31
H -2.100 -2.353 0.535 0.34
H 0.379 -1.569 -1.205 0.35
H 3.664 1.918 -0.972 0.44
H 0.118 1.829 -3.369 -0.08
```

Summary:
Gap between HOMO and LUMO, Eh: 0.337
ΔE to the lowest compared entry with this formula, charge and spin, kJ/mol: 87.5
F_max, eV Å⁻¹: 3.708
SMILES: O=[SiH]c1cccc(O)c1O.Cl

Entry 4:
Formula: C10H12O3
Source: the Open Molecules 2025 dataset
Level of theory: ωB97M-V with the def2-TZVPD basis set

```
25
Properties=species:S:1:pos:R:3:mulliken_charge:R:1
C -1.469 0.094 -3.215 -1.35
C -0.552 0.219 -1.993 0.57
C 0.061 1.437 -1.575 -0.85
C 0.815 1.475 -0.416 -0.55
C 1.083 0.326 0.346 0.20
C 1.692 0.959 2.593 -0.55
C 0.790 0.102 3.484 0.59
C 0.402 -0.845 -0.029 -0.60
C -0.384 -0.864 -1.160 1.42
C -1.136 -2.127 -1.312 -1.31
H -1.326 1.073 -3.795 0.33
H -2.531 0.006 -2.844 0.33
H -1.206 -0.873 -3.729 0.31
H -0.065 2.317 -2.154 0.38
H 1.098 2.502 -0.118 0.31
H 1.131 1.870 2.313 0.25
H 2.588 1.237 3.018 0.43
H -0.211 0.003 4.895 0.40
H 0.408 -1.632 0.679 0.32
H -2.163 -1.682 -1.614 0.25
H -1.146 -2.805 -0.384 0.31
H -0.838 -2.757 -2.176 0.27
O 1.993 0.189 1.374 -0.48
O 0.443 0.802 4.605 -0.48
O 0.522 -1.025 3.206 -0.49
```

Summary:
Gap between HOMO and LUMO, Eh: 0.334
ΔE to the lowest compared entry with this formula, charge and spin, kJ/mol: 176.3
F_max, eV Å⁻¹: 5.170
SMILES: Cc1ccc(OCC(=O)O)cc1C

Entry 5:
Formula: C19H23AsNOV
Source: the Open Molecules 2025 dataset
Level of theory: ωB97M-V with the def2-TZVPD basis set

```
46
Properties=species:S:1:pos:R:3:mulliken_charge:R:1
C -1.610 -1.272 -4.219 -1.14
V -0.651 -0.331 -2.671 0.22
N 0.789 0.574 -4.166 -0.74
H -1.635 -1.046 -1.698 0.21
H -1.857 0.605 -2.643 0.22
H -2.632 -1.584 -3.961 0.32
H -0.994 -2.172 -4.424 0.32
H -1.643 -0.629 -5.117 0.34
H 1.781 0.317 -4.064 0.29
H 0.763 1.603 -4.161 0.28
H 0.524 0.295 -5.122 0.32
O 0.613 0.358 -1.351 -0.65
As 0.341 0.206 0.271 1.22
C -1.204 1.328 0.676 0.73
C -2.359 0.758 1.230 -0.20
C -3.461 1.562 1.540 -0.71
C -3.414 2.937 1.297 -0.43
C -2.266 3.509 0.740 -0.73
C -1.164 2.706 0.428 -0.45
C -0.007 -1.679 0.659 0.05
C 0.039 -2.660 -0.340 -0.41
C -0.230 -3.996 -0.022 -0.72
C -0.543 -4.356 1.293 -0.51
C -0.582 -3.381 2.293 -0.74
C -0.313 -2.047 1.976 -0.08
C 1.989 0.786 1.142 0.51
C 2.684 -0.102 1.977 -0.14
C 3.866 0.299 2.605 -0.72
C 4.361 1.589 2.402 -0.44
C 3.675 2.478 1.569 -0.72
C 2.491 2.078 0.939 -0.44
H -2.410 -0.303 1.426 0.42
H -4.349 1.118 1.970 0.41
H -4.266 3.558 1.540 0.40
H -2.230 4.574 0.552 0.41
H -0.283 3.160 -0.001 0.26
H 0.282 -2.395 -1.360 0.38
H -0.199 -4.754 -0.794 0.41
H -0.754 -5.389 1.539 0.42
H -0.822 -3.657 3.312 0.41
H -0.349 -1.297 2.756 0.57
H 2.316 -1.105 2.142 0.37
H 4.397 -0.391 3.248 0.41
H 5.278 1.899 2.889 0.40
H 4.061 3.476 1.410 0.40
H 1.973 2.772 0.294 0.29
```

Summary:
Total charge: +1
Gap between HOMO and LUMO (spin up / spin down), Eh: 0.340 / 0.359
ΔE to the lowest compared entry with this formula, charge and spin, kJ/mol: 0.0
F_max, eV Å⁻¹: 2.270
2S+1: 2

Entry 6:
Formula: C50H134N10O26
Source: the Open Molecules 2025 dataset
Level of theory: ωB97M-V with the def2-TZVPD basis set

```
220
Properties=species:S:1:pos:R:3:mulliken_charge:R:1
C -2.720 2.487 -2.051 0.42
O -2.009 1.828 -2.821 -0.31
N -2.260 3.564 -1.466 0.01
N -3.923 2.271 -1.683 -0.20
H -1.376 3.984 -1.714 -0.29
H -2.849 4.053 -0.807 -0.06
H -4.406 1.491 -2.106 0.23
H -4.319 2.797 -0.917 0.20
C 0.191 0.917 -5.508 0.69
O 0.649 0.214 -6.426 -0.81
N -1.025 1.356 -5.447 -0.19
N 0.913 1.303 -4.459 0.14
H -1.628 1.118 -6.222 0.05
H -1.335 1.881 -4.641 0.25
H 0.547 1.923 -3.751 -0.04
H 1.847 0.919 -4.439 0.06
C 4.602 3.975 4.181 -0.93
O 4.981 2.899 3.272 0.04
C 5.760 1.872 3.959 -1.23
C 5.556 0.456 3.180 -0.06
N 6.390 0.384 2.001 -0.39
C 5.901 -0.577 1.022 -0.22
C 5.780 -2.012 1.526 -0.64
O 5.667 -2.871 0.423 -0.21
C 5.627 -4.242 0.779 -0.71
H 3.827 3.600 4.849 0.23
H 4.225 4.859 3.668 0.30
H 5.392 4.271 4.872 0.39
H 5.484 1.783 5.010 0.61
H 6.825 2.102 3.994 0.34
H 4.477 0.373 3.048 -0.12
H 5.872 -0.343 3.851 0.46
H 6.538 1.270 1.539 0.52
H 6.537 -0.428 0.150 0.43
H 4.921 -0.257 0.667 -0.09
H 4.911 -2.120 2.175 0.13
H 6.610 -2.305 2.169 0.51
H 5.549 -4.818 -0.143 0.23
H 4.736 -4.438 1.375 0.21
H 6.566 -4.488 1.275 0.32
C -3.763 -1.165 -2.408 0.20
O -5.027 -0.538 -2.782 -0.48
C -5.389 -0.703 -4.141 -0.42
C -4.556 0.272 -4.974 0.16
N -4.652 0.064 -6.381 0.13
C -5.951 0.552 -6.930 -0.53
C -6.247 0.247 -8.375 -0.86
O -5.412 0.948 -9.260 -0.36
C -5.315 2.272 -9.057 -0.65
H -2.922 -0.656 -2.879 -0.09
H -3.686 -2.236 -2.600 0.50
H -3.696 -1.075 -1.324 -0.35
H -6.447 -0.442 -4.184 0.34
H -5.244 -1.723 -4.499 0.18
H -3.493 0.267 -4.735 -0.28
H -4.917 1.280 -4.768 0.13
H -3.861 0.314 -6.957 0.27
H -6.109 1.592 -6.643 0.44
H -6.723 -0.109 -6.537 0.23
H -7.294 0.485 -8.561 0.43
H -6.130 -0.806 -8.630 0.37
H -6.319 2.684 -8.952 0.34
H -4.905 2.666 -9.987 0.26
H -4.662 2.524 -8.221 0.18
C 0.304 -1.398 -1.864 -0.48
O 1.121 -0.524 -1.128 1.43
C 0.844 0.882 -1.175 0.62
C 1.344 1.695 0.043 0.58
N 1.040 1.108 1.307 1.34
C 1.684 1.794 2.407 -0.17
C 1.563 1.107 3.751 -0.43
O 1.936 -0.188 3.624 0.69
C 1.890 -0.932 4.780 -0.36
H 0.300 -2.367 -1.366 -0.08
H 0.609 -1.509 -2.905 0.05
H -0.721 -1.037 -1.775 -0.27
H -0.220 1.111 -1.228 -0.21
H 1.329 1.303 -2.056 -0.06
H 0.862 2.649 -0.168 -0.67
H 2.395 1.978 -0.023 -0.63
H 1.408 0.169 1.374 -0.76
H 1.432 2.854 2.445 0.39
H 2.770 1.763 2.326 -0.65
H 0.492 1.125 3.953 -0.45
H 2.013 1.602 4.611 0.90
H 2.648 -0.761 5.544 0.30
H 1.910 -1.964 4.433 0.27
H 0.965 -0.688 5.304 -0.49
C -2.764 0.626 7.712 -0.77
O -2.958 -0.475 6.924 -0.48
C -1.929 -0.407 5.897 -0.83
C -2.077 -1.687 4.976 -0.48
N -3.358 -1.657 4.286 -0.20
C -3.601 -2.898 3.546 -0.17
C -4.998 -3.081 2.944 -0.85
O -5.947 -3.258 4.072 -0.32
C -7.244 -3.397 3.559 -0.77
H -1.852 0.555 8.305 0.28
H -3.435 0.588 8.570 0.34
H -3.003 1.548 7.182 0.31
H -0.916 -0.401 6.301 0.46
H -1.956 0.465 5.244 0.16
H -2.185 -2.553 5.628 0.86
H -1.215 -1.859 4.332 -0.15
H -4.000 -1.758 5.059 0.37
H -3.380 -3.745 4.195 0.31
H -2.851 -2.837 2.758 0.10
H -4.939 -3.958 2.299 0.46
H -5.230 -2.161 2.407 0.35
H -7.300 -4.258 2.893 0.31
H -7.566 -2.547 2.957 0.30
H -7.896 -3.598 4.409 0.25
C 0.671 -3.227 7.237 -0.96
O 0.636 -3.774 5.889 -0.08
C -0.187 -4.971 5.761 -1.13
C -0.435 -5.165 4.233 0.14
N 0.779 -5.810 3.585 -0.54
C 0.552 -5.914 2.135 -1.23
C 0.665 -4.541 1.412 0.49
O 1.822 -3.896 2.012 -0.54
C 2.101 -2.595 1.725 1.01
H -0.350 -2.895 7.430 0.37
H 1.346 -2.409 7.490 0.20
H 1.034 -3.970 7.948 0.38
H -1.133 -4.965 6.303 0.48
H 0.432 -5.765 6.179 0.52
H -0.668 -4.274 3.649 0.01
H -1.325 -5.794 4.210 0.37
H 1.528 -5.134 3.578 0.42
H -0.337 -6.538 2.045 0.39
H 1.348 -6.563 1.769 0.40
H -0.209 -3.903 1.547 -0.12
H 0.818 -4.624 0.336 0.12
H 1.231 -2.039 2.073 -0.63
H 2.190 -2.378 0.660 0.04
H 2.945 -2.231 2.311 -0.27
C -2.555 -3.802 -8.513 -0.86
O -2.340 -4.054 -7.123 -0.40
C -2.755 -3.051 -6.196 -0.27
C -1.827 -3.278 -5.040 -0.25
N -1.862 -4.685 -4.504 -0.46
C -0.820 -4.957 -3.447 -0.54
C 0.615 -4.620 -3.889 0.11
O 1.541 -5.145 -2.881 -0.49
C 2.414 -4.274 -2.256 -0.53
H -1.987 -2.953 -8.893 0.31
H -3.617 -3.795 -8.758 0.31
H -2.263 -4.732 -9.000 0.29
H -3.774 -3.124 -5.816 0.26
H -2.569 -2.056 -6.602 0.22
H -2.019 -2.661 -4.162 0.14
H -0.800 -3.091 -5.352 0.24
H -1.635 -5.209 -5.337 0.37
H -0.877 -6.026 -3.245 0.37
H -1.101 -4.432 -2.534 0.09
H 0.800 -3.554 -4.023 -0.04
H 0.947 -5.114 -4.802 0.30
H 1.936 -3.488 -1.672 0.02
H 2.984 -3.813 -3.063 0.48
H 3.194 -4.848 -1.757 0.23
C 0.261 4.551 4.779 -0.29
C -0.941 3.641 5.010 0.48
O -1.745 4.281 5.997 -0.64
O 1.231 4.455 5.826 -0.60
H -0.075 5.582 4.669 0.60
H 0.816 4.322 3.869 0.04
H -0.681 2.625 5.307 -0.01
H -1.512 3.622 4.081 -0.20
H -1.133 4.480 6.709 0.38
H 1.784 5.226 5.971 0.31
C -2.339 -0.071 0.812 0.53
C -2.373 0.730 2.099 -0.29
O -1.635 1.956 2.096 -0.17
O -1.256 -0.982 0.767 -0.11
H -2.191 0.599 -0.035 -0.41
H -3.311 -0.537 0.651 0.43
H -2.006 0.164 2.955 -0.53
H -3.410 0.960 2.345 0.63
H -0.732 1.815 1.804 -0.11
H -0.454 -0.507 0.539 -0.54
C 2.434 5.906 -2.745 -0.91
C 1.299 4.947 -2.409 0.51
O 0.362 5.487 -1.539 -0.42
O 2.041 7.006 -3.567 -0.58
H 3.168 5.379 -3.355 0.42
H 2.956 6.274 -1.862 0.34
H 1.711 4.005 -2.046 -0.27
H 0.765 4.774 -3.344 0.27
H -0.059 6.222 -1.991 0.22
H 2.875 7.465 -3.685 0.35
C -1.111 7.059 1.538 -0.79
C -1.475 5.590 1.409 -0.10
O -0.416 4.746 0.983 0.07
O -1.828 7.761 2.456 -0.55
H -1.187 7.565 0.576 0.41
H -0.047 7.140 1.760 0.21
H -2.299 5.567 0.696 0.12
H -1.867 5.236 2.363 0.39
H -0.274 4.827 0.037 -0.13
H -2.571 8.190 2.026 0.34
C 5.295 3.109 0.240 0.05
C 4.748 3.771 -1.029 -0.63
O 3.975 2.939 -1.786 -0.25
O 6.471 2.317 -0.036 -0.72
H 4.618 2.420 0.746 -0.03
H 5.550 3.898 0.947 0.43
H 5.601 4.064 -1.642 0.32
H 4.181 4.647 -0.714 0.29
H 4.436 2.127 -2.009 0.07
H 6.192 1.573 -0.575 0.52
C 4.219 -0.693 -3.589 -0.76
C 4.487 -0.526 -2.128 0.19
O 5.478 0.450 -1.905 -0.57
O 3.603 0.451 -4.080 -0.50
H 3.583 -1.565 -3.740 0.17
H 5.170 -0.842 -4.100 0.49
H 4.761 -1.494 -1.708 0.38
H 3.525 -0.295 -1.672 -0.32
H 6.273 0.021 -2.229 0.33
H 4.345 0.924 -4.463 0.26
```

Summary:
Gap between HOMO and LUMO, Eh: 0.313
ΔE to the lowest compared entry with this formula, charge and spin, kJ/mol: 0.0
F_max, eV Å⁻¹: 5.101

Entry 7:
Formula: C2H4N2O
Source: the Open Molecules 2025 dataset
Level of theory: ωB97M-V with the def2-TZVPD basis set

```
9
Properties=species:S:1:pos:R:3:mulliken_charge:R:1
C 0.512 0.182 -0.781 -0.14
N 0.776 -0.679 0.370 -0.21
C -1.020 0.404 0.744 -0.01
O -0.538 1.042 -0.372 -0.33
N -0.264 -0.482 1.253 -0.41
H 0.946 -1.660 0.195 0.28
H 1.398 0.771 -1.042 0.21
H 0.038 -0.437 -1.617 0.23
H -1.848 0.859 1.251 0.37
```

Summary:
Gap between HOMO and LUMO, Eh: 0.343
ΔE to the lowest compared entry with this formula, charge and spin, kJ/mol: 170.5
F_max, eV Å⁻¹: 2.066
SMILES: C1=NNCO1

Entry 8:
Formula: C2H2N4O2
Source: the Open Molecules 2025 dataset
Level of theory: ωB97M-V with the def2-TZVPD basis set

```
10
Properties=species:S:1:pos:R:3:mulliken_charge:R:1
C 0.179 0.224 1.393 0.55
C 0.055 0.559 -1.324 0.48
H -1.395 -1.371 -1.208 0.36
H 0.871 -1.720 0.685 0.35
N -0.395 1.313 0.777 -0.20
N -0.081 1.673 -0.398 -0.01
N -0.226 -0.764 -0.722 -0.44
N 0.076 -0.945 0.752 -0.09
O 0.702 0.223 2.581 -0.54
O 0.215 0.807 -2.535 -0.46
```

Summary:
Gap between HOMO and LUMO, Eh: 0.293
ΔE to the lowest compared entry with this formula, charge and spin, kJ/mol: 680.7
F_max, eV Å⁻¹: 7.203

Entry 9:
Formula: C5H9NO
Source: the Open Molecules 2025 dataset
Level of theory: ωB97M-V with the def2-TZVPD basis set

```
16
Properties=species:S:1:pos:R:3:mulliken_charge:R:1
C -0.616 -1.639 -0.872 -1.39
C -0.431 -0.140 -0.844 0.41
N -1.357 0.633 0.019 -0.63
C 0.375 0.022 1.437 -0.47
C 0.437 0.579 0.144 0.47
O 2.103 0.483 0.579 -0.64
C -0.421 1.784 0.026 -0.36
H -1.470 -1.883 -1.511 0.35
H 0.265 -2.150 -1.277 0.29
H -0.837 -2.034 0.124 0.35
H -0.343 0.276 -1.859 0.37
H 0.374 -1.051 1.594 0.16
H 0.346 0.667 2.309 0.26
H 2.433 -0.333 0.167 0.32
H -0.349 2.333 -0.921 0.26
H -0.509 2.453 0.885 0.27
```

Summary:
Gap between HOMO and LUMO (spin up / spin down), Eh: 0.282 / 0.284
ΔE to the lowest compared entry with this formula, charge and spin, kJ/mol: 643.0
F_max, eV Å⁻¹: 0.382

Energy for the records above, in order: -64753.786; -50351.904; -32877.771; -16705.855; -110130.919; -122147.008; -7164.713; -12155.693; -8862.548 eV